A molecular structure, C31H45FeN5P2SSe, computed with ωB97M-V/def2-TZVPD.

Calculated values
Spin multiplicity: 2
LUMO level (spin up / spin down), eV: -9.776 / -10.994
Frontier orbital gap (spin up / spin down), Ha: 0.229 / 0.183
E, eV: -169452.3523
ΔE to the lowest compared entry with this formula, charge and spin, eV: 1.241
Net charge: +3

Last column: Löwdin charge in e.
Atoms and positions in Å:
H1 -2.720 -0.143 3.661  0.1201
H2 2.542 3.082 -3.021  0.0879
H3 3.501 -0.191 3.048  0.1261
H4 3.606 -1.624 -1.154  0.0453
H5 -2.232 -4.619 -3.348  0.1000
S1 0.197 -4.805 -3.225  1.1666
C1 -1.327 -4.045 -3.221  -0.2788
H6 0.470 4.134 -3.680  0.0721
H7 1.940 -2.472 1.751  0.0690
H8 2.434 3.484 -1.311  0.1009
H9 -1.980 0.554 0.781  0.0874
C2 -3.256 1.685 -2.588  -0.0208
C3 -2.856 -0.275 2.585  -0.1566
C4 0.427 0.030 1.762  -0.5196
C5 -0.799 2.017 4.475  0.0233
H10 -6.627 1.628 -2.987  0.1242
H11 -2.970 -3.162 0.635  0.0820
C6 3.559 -2.348 4.830  -0.0824
C7 2.708 -2.101 2.434  -0.1941
H12 2.957 0.925 4.927  0.1155
C8 -3.017 0.323 -2.768  -0.2083
C9 -0.223 3.452 -0.815  -0.2172
H13 3.655 -1.292 5.093  0.0538
Fe1 0.249 -0.102 -2.076  0.0904
C10 2.261 2.693 -2.041  -0.3586
H14 -1.831 2.319 4.361  0.1275
C11 3.848 -1.234 -2.143  -0.2144
H15 0.267 3.278 0.142  0.0514
C12 -5.618 1.243 -2.933  -0.0383
H16 -4.775 3.183 -2.574  0.1199
C13 -4.557 2.129 -2.685  -0.0462
C14 -0.052 2.408 5.564  -0.0208
H17 -6.217 -0.793 -3.304  0.1294
C15 -0.051 3.178 -3.641  -0.2151
C16 -5.403 -0.108 -3.109  0.0199
C17 -0.157 1.222 3.528  -0.1265
H18 -0.505 3.039 6.315  0.1284
H19 -3.898 -0.041 2.358  0.1306
H20 4.510 -2.683 4.415  0.0875
P1 2.616 -0.003 -2.686  0.8485
H21 2.967 -0.424 -5.041  0.0641
H22 3.883 -2.063 -2.850  0.0508
H23 1.491 -2.146 4.226  0.1069
H24 -2.442 2.368 -2.386  0.0581
C18 0.939 -3.291 -2.965  -0.4145
H25 4.217 0.641 -4.361  0.0788
H26 -1.297 3.305 -0.700  0.0406
H27 -4.146 -1.847 0.724  0.0873
H28 3.009 1.208 -0.648  0.0691
C19 2.415 -2.597 3.850  -0.2424
C20 -2.186 -1.665 -2.989  -0.2657
C21 -3.087 -2.092 0.810  -0.1016
H29 4.168 1.678 -1.891  0.1069
C22 -4.088 -0.547 -3.034  -0.1600
N1 1.506 0.080 2.564  0.0111
H30 -4.001 -2.652 -3.386  0.1863
H31 3.668 -2.503 2.101  0.1267
H32 -2.353 1.754 2.028  0.1350
H33 -2.545 -1.563 0.019  0.0195
C23 1.289 2.012 5.719  -0.0188
C24 1.927 1.221 4.789  0.0258
Se1 0.362 -0.793 0.074  0.9682
C25 3.112 1.473 -1.703  -0.3875
H34 3.143 -0.291 1.326  0.1014
H35 2.238 -3.672 3.790  0.1170
N2 0.111 -2.286 -2.885  -0.0329
P2 0.439 2.333 -2.098  0.8580
H36 0.205 2.585 -4.519  0.0562
N3 -0.594 0.701 2.325  0.0039
H37 -1.125 3.358 -3.651  0.0440
H38 4.831 -0.765 -2.115  0.0744
C26 -2.569 -1.726 2.202  -0.2399
H39 2.602 1.280 -4.754  0.0480
H40 -1.493 -1.928 2.265  0.0886
C27 -1.977 0.746 1.854  -0.1268
N4 -3.511 -1.798 -3.169  0.2197
H41 1.832 2.343 6.594  0.1291
H42 -0.043 4.480 -1.130  0.0736
H43 2.008 -3.179 -2.869  0.0691
C28 -1.188 -2.701 -3.038  -0.3071
C29 3.150 0.419 -4.374  -0.1968
C30 1.181 0.832 3.678  -0.1185
N5 -1.843 -0.409 -2.747  0.0984
H44 3.386 -2.891 5.757  0.0876
C31 2.791 -0.576 2.319  -0.1240
H45 -3.055 -2.372 2.933  0.1225


A molecular structure, C31H45HfN2Si2, computed with ωB97M-V/def2-TZVPD.

Calculated values
LUMO level, eV: -5.425
Frontier orbital gap, Ha: 0.185
E, eV: -52910.4551
ΔE to the lowest compared entry with this formula, charge and spin, eV: 3.285
Net charge: +1

Last column: Löwdin charge in e.
Atoms and positions in Å:
Si1 1.742 -2.062 1.857  0.4409
N1 0.559 -0.819 -2.087  -0.0314
C1 0.169 3.504 3.424  -0.0464
C2 1.301 -1.862 4.707  -0.1085
H1 1.751 -4.434 2.619  0.0434
C3 2.870 -0.635 -2.432  0.0375
H2 1.653 -4.209 -4.363  0.0645
C4 2.043 2.811 1.815  -0.0556
H3 -1.520 -1.860 -3.021  0.0724
H4 -1.164 -0.821 6.744  0.0950
H5 1.052 -2.226 -5.532  0.0994
H6 0.341 4.551 3.299  0.0726
C5 1.069 -1.938 -2.814  -0.1430
C6 0.095 -2.049 -5.025  -0.0157
H7 2.508 1.961 -1.251  0.1543
C7 -2.897 2.141 -3.096  -0.0414
H8 2.267 3.748 1.281  0.0922
H9 -0.112 -4.728 -4.578  0.1203
H10 -1.897 -3.475 -3.668  0.0972
H11 0.768 -4.212 1.187  0.0061
H12 2.475 -4.166 0.966  0.0047
C8 1.641 1.315 -1.309  -0.0716
H13 3.900 -0.257 -2.429  0.1433
C9 0.611 -1.580 5.871  -0.0898
H14 1.210 -1.625 6.785  0.1091
H15 -1.617 -3.779 1.127  0.0071
C10 -1.846 4.373 -1.204  -0.0224
C11 0.675 -1.824 3.431  -0.3357
C12 2.469 -1.835 -3.009  0.0181
H16 -0.863 3.267 3.710  0.0983
H17 3.882 -0.937 1.353  -0.0041
C13 1.704 -3.921 1.662  -0.2199
H18 -1.233 4.988 2.034  0.1128
N2 0.522 1.551 -0.567  -0.0791
H19 3.253 -0.408 2.899  0.0151
C14 -0.556 3.092 -3.778  -0.0713
C15 3.441 -1.290 2.301  -0.2443
H20 2.597 2.857 2.770  0.0867
H21 -3.379 3.120 -3.203  0.0745
C16 -1.277 -0.925 4.562  -0.0935
C17 -0.654 -1.335 3.357  -0.3344
H22 -3.754 -0.544 1.512  0.0142
H23 -2.413 5.933 0.195  0.1274
H24 0.464 3.221 -3.398  0.0741
C18 -1.178 3.133 -1.408  -0.1054
C19 1.746 0.026 -1.870  -0.4188
H25 -2.904 0.453 2.747  0.0280
H26 -2.655 -3.184 2.512  0.0558
H27 0.671 -4.776 -2.964  0.1053
Si2 -1.336 -1.210 1.546  0.4432
C20 0.520 2.759 2.090  -0.3466
C21 -0.303 2.683 -0.359  -0.1541
C22 0.671 -4.215 -3.933  -0.0328
C23 -1.227 -2.894 -3.046  -0.0391
C24 0.149 -2.785 -3.682  -0.5617
H28 0.850 3.192 4.156  0.0575
C25 -2.842 0.043 1.688  -0.2280
H29 -2.321 -0.578 4.490  0.0931
H30 -0.729 -2.393 -5.611  0.0910
H31 -3.409 1.631 -2.254  0.0876
H32 -1.215 -3.351 -2.067  0.0861
H33 3.101 -2.618 -3.521  0.1513
H34 0.277 1.670 2.171  0.1123
C26 -0.691 -1.081 5.825  -0.0706
C27 -2.208 -2.923 1.510  -0.2372
H35 2.281 -2.291 4.764  0.0923
H36 -0.450 2.541 -4.722  0.0762
H37 -0.892 1.345 -2.667  0.0964
C28 -1.814 5.010 0.031  -0.0630
H38 4.122 -2.017 2.729  0.0261
C29 -1.128 4.442 1.085  -0.0359
H39 -3.045 -2.726 0.777  0.0240
C30 -1.387 2.327 -2.734  -0.3554
H40 -0.989 4.054 -4.100  0.0918
H41 -2.809 0.904 0.979  0.0023
H42 -2.443 4.801 -1.970  0.1022
C31 -0.352 3.269 0.946  -0.1249
H43 -0.033 -0.966 -4.935  0.0930
Hf1 0.638 -0.459 -0.075  1.4490
H44 -2.948 1.566 -4.013  0.0738
H45 2.431 1.940 1.181  0.0620